Formula: C9H20N5
Source: the OMol25 dataset
Level of theory: ωB97M-V with the def2-TZVPD basis set

Last column: natural (NBO) charge in e.
Geometry (Å):
N1 -0.11 -1.74 0.64  -0.433
N2 -0.23 1.38 0.66  -0.154
N3 -0.02 2.90 2.47  -0.871
N4 -1.45 0.61 2.41  -0.447
N5 -1.15 0.64 1.20  0.177
C1 1.18 3.26 0.25  -0.422
C2 -0.28 -2.61 -2.17  -0.378
C3 -1.05 -2.80 0.16  -0.261
C4 -0.63 -3.60 -1.05  -0.432
C5 0.84 -1.46 -0.18  0.129
C6 1.00 2.38 -1.04  -0.418
C7 -0.31 1.60 -0.73  -0.237
C8 0.69 2.29 1.38  0.080
C9 1.00 -2.09 -1.54  -0.507
H1 0.88 2.93 -1.95  0.244
H2 0.46 2.87 3.32  0.395
H3 1.55 1.70 1.77  0.225
H4 -0.90 1.23 2.98  0.409
H5 1.85 1.71 -1.28  0.228
H6 1.73 -2.78 -1.36  0.232
H7 -0.40 0.63 -1.30  0.246
H8 -2.38 0.27 2.59  0.425
H9 -1.10 -1.73 -2.16  0.186
H10 -1.44 -4.24 -1.43  0.229
H11 0.31 -4.18 -0.89  0.211
H12 -0.18 -3.09 -3.13  0.232
H13 -2.05 -2.30 0.03  0.201
H14 -0.50 3.80 2.26  0.406
H15 -1.28 2.12 -1.04  0.226
H16 2.23 3.60 0.39  0.248
H17 1.61 -0.66 0.09  0.169
H18 1.56 -1.47 -2.19  0.221
H19 0.64 4.18 0.22  0.225
H20 -1.23 -3.48 1.02  0.218

Calculated values
Total charge: +1
Molar mass (g/mol): 198.29
Strongest force on any atom (Eh/bohr): 0.0769
Highest occupied orbital energy (eV): -12.4
Spin multiplicity: 1